A cluster of 9 separate species, C36H91Cl4N5O12 in total. Source: the OMol25 dataset; level of theory: the ωB97M-V functional and the def2-TZVPD basis.

XYZ file:
```
148
Properties=species:S:1:pos:R:3:forces:R:3
C 0.9489 -3.8215 -0.5656 0.590 -0.123 0.738
H -0.8932 -9.3042 -0.4854 0.101 0.213 -0.109
H -6.5447 -4.1046 3.4082 -0.329 -0.256 -0.119
C -3.6718 -2.8548 2.8778 0.731 -0.214 -0.931
H -2.0626 -8.0014 -0.8401 0.166 0.046 -0.048
H 6.2372 1.4875 -3.7540 0.697 -0.443 0.131
H -2.0264 -9.8717 1.5756 0.033 0.277 -0.056
C 2.2676 4.4060 -3.2978 0.064 0.833 -0.900
H -2.2677 5.1322 5.6812 0.329 -0.410 0.064
C 1.1741 -5.9331 0.5417 0.965 -0.131 0.087
H -5.2748 -4.8753 2.4591 -0.066 -0.502 -0.184
C 0.9404 3.9644 -2.7498 0.844 0.275 1.127
N 4.5682 0.7230 -4.6870 0.959 -0.752 -0.880
H -2.3208 -4.1038 -0.6374 0.096 -0.230 0.165
H -5.0678 0.5664 -2.6588 -0.033 0.222 0.067
H -2.0738 0.9054 1.9642 -0.335 0.185 -0.218
H 2.9013 2.5454 -8.4828 -0.093 0.359 -0.032
H -1.4187 -2.8245 1.1920 0.096 0.085 -0.485
C -5.2741 -0.1170 -1.8447 0.951 -0.724 0.326
N -0.6603 -7.5812 0.7174 -0.543 0.048 -0.357
H -0.2507 0.0892 4.9270 0.004 0.046 -0.415
C 4.1004 0.9142 -2.2277 -1.245 -0.270 -0.417
Cl -4.2306 -1.5690 -2.1705 -0.308 0.011 -0.214
C -1.8981 -3.7727 1.4157 -0.469 -0.855 0.638
H 0.0642 6.8332 4.5805 -0.189 0.149 -0.133
O -3.3439 -5.4729 0.4828 -0.521 -0.626 0.590
H 4.2826 1.5095 -5.2307 -0.260 0.365 0.123
C 6.7387 1.0943 -5.7614 0.826 -0.100 -0.140
H 0.0370 -4.1415 -1.0748 0.160 0.358 -0.377
N 2.1197 5.0892 -4.5880 -0.701 -0.470 0.775
C 7.7807 2.8610 -6.8840 0.869 0.158 0.265
C -0.1895 4.2708 1.7081 -0.708 0.054 0.179
C 0.1367 -6.7733 -0.2045 -0.060 0.972 0.588
H 1.0009 1.4200 3.1508 0.387 -0.196 -0.142
H 0.7786 2.1469 4.6717 0.295 -0.056 0.381
H -2.6912 -4.5181 3.1908 0.502 -0.247 -0.391
O 2.9176 0.8020 -1.4319 0.890 0.402 0.348
H -3.6172 -3.3926 0.1514 -0.504 -0.463 0.509
H 6.2174 0.7189 -6.6529 0.049 -0.084 0.101
H 6.3169 -0.2806 -4.1406 0.133 -0.041 0.009
H -1.1483 -4.5658 1.4617 0.226 0.262 0.056
H -4.1086 2.4788 2.9035 0.019 -0.036 0.023
Cl 3.0570 1.5605 4.3656 -0.082 0.016 -0.156
C 6.0180 0.7028 -4.4977 -1.278 1.153 0.280
H -0.5265 -6.0666 -0.7327 0.157 -0.362 -0.391
H -2.4047 6.2891 4.4297 0.039 -0.090 -0.198
C -1.4959 -8.5051 -0.0389 -0.185 -0.633 0.117
H 5.0538 4.5661 -6.2582 -0.252 -0.055 -0.113
H -4.0363 0.8372 3.5136 -0.017 -0.096 0.143
O -3.2312 -8.1953 1.5598 0.358 0.020 -0.545
C -0.5052 6.3126 5.3561 0.081 -0.196 0.999
H 3.7732 1.1602 0.5178 -0.230 -0.636 -0.334
H -4.7774 -6.7352 -0.3714 0.255 -0.128 0.536
H 2.0901 6.3995 5.6756 -0.142 -0.020 0.055
O -2.1477 0.8937 0.9959 1.124 -0.465 0.366
H -0.7825 3.3697 1.5028 0.261 -0.110 -0.001
C -4.4810 -8.6342 1.9769 0.257 -1.442 0.920
O -2.6601 2.0971 4.3382 0.516 0.685 0.253
H 0.2124 4.7794 -2.6794 0.012 0.156 -0.191
H -5.1861 -2.4493 4.3200 0.379 0.262 -0.172
H 2.0213 1.4233 0.2186 0.175 0.364 0.292
C -4.8800 0.3935 -0.4772 -0.182 0.996 0.235
H -0.4285 -0.3446 1.1476 -0.222 -0.257 -0.322
H 4.3586 1.9720 -2.3714 0.195 -0.017 0.273
H 2.9143 3.5156 -3.3721 0.056 0.144 0.274
H -3.4992 -1.7921 2.6748 0.140 0.043 0.321
H -5.3559 -5.1219 0.1613 -0.028 -0.104 -0.036
O 0.4676 2.9008 -3.4919 -0.781 -0.954 -0.269
H -5.0214 1.4733 -0.3749 -0.209 -0.109 -0.228
H -6.0536 -5.7980 3.8242 -0.357 -0.295 -0.395
H 0.7021 -7.3938 -0.8977 -0.331 -0.118 -0.205
H -6.2990 -0.4591 -1.8509 -0.157 0.058 -0.152
C 3.4333 2.6869 -7.5438 0.394 -0.430 -0.008
C -5.7300 -4.8398 3.4460 0.049 0.869 0.300
H 3.0911 6.2239 -5.9558 0.425 0.141 -0.187
H -0.8264 7.0207 6.1354 0.058 0.228 -0.241
H 2.0220 -6.5749 0.8059 -0.248 -0.029 0.160
H -3.6873 -2.8829 5.1044 0.495 -0.110 -0.292
H -1.9635 5.4013 1.8866 -0.252 0.075 0.440
H 1.1802 -0.2113 5.7612 0.714 -0.200 -0.287
H 3.0864 1.8866 -6.8787 0.137 -0.010 0.094
H -0.9340 0.2427 -0.5150 0.245 -0.225 0.022
N -2.4456 -3.6365 2.7480 -0.496 -0.008 1.040
H 2.1842 5.0184 6.7596 -0.229 -0.226 0.042
H -0.5496 4.0344 4.0343 0.002 0.320 0.493
H -0.9996 1.4690 -3.4332 0.082 0.100 -0.133
H -0.5158 6.1443 2.6309 -0.300 0.085 0.012
H 0.6522 -3.2650 0.3371 0.050 -0.329 0.083
H -2.4422 3.0696 4.3014 -0.134 -0.991 -0.344
C 0.8288 0.0097 4.7555 -1.226 0.232 0.428
H -4.3618 -5.3277 -1.3000 -0.099 0.061 0.173
H -5.1711 -8.6806 1.1376 -0.454 0.205 0.102
H -4.3728 -9.6528 2.3945 -0.196 -0.046 -0.312
C -4.5176 -5.6847 -0.2667 -0.010 0.463 -0.849
H -1.3767 -6.9623 1.1114 0.515 0.019 0.308
H 1.3426 6.5007 7.2958 0.227 -0.045 -0.059
H -0.8557 2.3788 -1.9381 0.095 0.234 -0.018
O 3.1840 3.9518 -7.0067 0.091 0.474 0.388
C 4.0439 4.2979 -5.9047 -0.116 0.262 -0.757
C 2.1836 4.4178 1.9591 0.334 -0.769 0.197
H 1.6055 4.4585 -5.1970 0.097 0.233 -0.221
H 2.2252 4.2596 0.8789 0.042 0.398 -0.072
C -0.8082 2.4640 -3.0297 0.174 0.038 -0.536
C 3.0195 1.5120 -0.2087 0.160 0.076 0.008
H 2.6959 5.1651 -2.6357 0.154 -0.369 0.272
H -0.1236 1.3093 0.6857 -0.098 -0.108 -0.320
H -3.1187 -9.8636 0.2171 -0.395 0.462 0.116
C 3.3617 5.4772 -5.2123 0.080 -0.772 -0.224
H 2.4149 5.4426 2.2613 -0.321 0.141 -0.218
Cl -5.9064 -0.3365 0.7812 -0.051 -0.233 0.265
H -4.7509 2.1307 4.5067 0.094 -0.107 0.118
C 1.2978 1.3163 4.1919 -0.434 0.422 0.018
H 2.7112 0.6112 -3.8818 -0.056 0.380 0.372
H 3.3441 2.5583 -0.3510 -0.557 -0.038 -0.311
C -0.8245 0.4728 0.5401 -0.625 0.911 0.638
O 1.7875 -4.9320 -0.2743 -0.674 -0.122 0.236
C -2.8695 -4.1831 0.3277 1.012 1.749 -1.633
H 0.0792 4.7251 0.7499 0.010 0.026 0.040
H 7.5023 2.4589 -7.8648 -0.087 0.022 0.075
O 0.3205 5.3432 5.9514 0.412 -0.796 -0.007
O -4.8129 -4.4121 4.4097 1.493 0.009 0.441
H 2.9566 3.7802 2.3921 0.009 0.058 0.044
H 7.8794 3.9462 -6.9303 -0.470 0.004 -0.047
H 8.8028 2.5274 -6.6281 -0.234 -0.271 -0.197
C -1.7059 5.5551 4.8474 -0.186 0.946 -0.384
O 0.9551 3.9236 2.4594 0.052 -0.033 -0.097
H 0.8071 -5.5020 1.4856 -0.208 -0.002 -0.250
H 1.1754 3.6303 -1.7239 -0.346 -0.049 0.128
H -4.8145 -8.0913 2.8578 -0.223 0.690 -0.432
C 1.5392 5.8329 6.4435 0.028 0.715 0.024
H 4.0527 5.9067 -4.4823 -0.172 0.115 0.040
H 7.7499 0.6594 -5.7238 -0.123 -0.057 -0.168
H -3.8483 0.2274 -0.1810 -0.029 -0.261 -0.276
C -2.5142 -9.1947 0.8513 0.633 -0.145 0.257
H 4.9094 0.3430 -1.7651 0.199 0.242 0.052
H -1.5688 3.1605 -3.4116 -0.056 -0.151 0.319
H 4.5071 2.5690 -7.7411 -0.033 -0.197 0.017
H 3.6700 -0.7538 -3.5621 0.277 -0.097 0.307
H 4.1827 3.4281 -5.2515 -0.178 0.206 0.155
H -4.3620 -3.1623 2.0793 -0.361 0.244 0.296
C -3.9425 1.8812 3.8107 -0.394 0.307 -0.515
C -1.0890 5.2111 2.5152 0.991 -0.190 -0.239
O 6.8897 2.5086 -5.8572 -0.477 -0.113 0.057
Cl 1.0613 -1.3252 3.6113 0.252 -0.228 0.139
C 3.7296 0.3393 -3.5988 -0.392 -0.392 -0.107
H 1.6093 -3.1469 -1.0999 -0.406 0.099 -0.624
N -1.3689 4.5949 3.8180 -0.609 -0.232 -0.842
C -4.2866 -3.0920 4.2220 -2.297 0.218 0.401
```
Positions in Å, forces in eV/Å.

---

A cluster of 8 separate species, C36H93ClN7O15 in total. Source: the OMol25 dataset; level of theory: the ωB97M-V functional and the def2-TZVPD basis.

Output
Net charge: -1

XYZ file:
```
152
Properties=species:S:1:pos:R:3:forces:R:3
H -8.6252 -2.8173 -3.2424 -0.295 -0.091 0.097
H 3.4769 -2.2504 2.7067 0.308 0.315 0.381
H -0.3681 -3.8778 3.4929 -0.507 0.809 -0.251
H 8.8000 4.9841 0.1783 -0.123 0.512 -0.814
O 0.6850 1.1053 -0.6274 0.174 -0.425 -0.567
N -0.8856 1.0740 4.0523 -0.137 1.594 1.820
H 3.1797 2.3791 6.4269 0.567 -0.039 -0.633
C -2.6737 1.8603 5.4732 -2.648 1.520 1.495
C -3.7256 -1.6897 3.2869 1.822 -0.209 -1.543
H -3.2219 -0.9243 3.8772 -0.246 0.351 0.441
H 4.6168 3.8410 -6.3984 -0.301 -0.461 -0.963
C -0.3806 -2.1147 -4.5810 -2.537 -0.168 -0.662
C 8.8437 2.8842 -0.3416 -3.357 1.395 -0.330
H 4.7425 -3.1970 0.9767 0.224 -0.294 0.151
H -0.7282 -2.5624 -3.6500 0.480 -0.072 0.190
H -1.7984 -2.3322 2.5341 0.345 0.033 0.032
O -7.7646 -1.1049 -2.4661 -1.629 1.186 0.203
H -6.6047 -3.6047 -4.3807 -0.305 -0.368 0.405
H -4.2166 1.1335 -3.0394 -0.151 0.470 -0.014
H -3.4968 -2.4737 -1.0217 0.428 -0.009 0.647
H 0.8856 -4.3201 1.3761 -0.873 0.019 -0.335
C 3.6910 0.6658 -3.4179 -1.092 -0.582 1.391
H -5.4847 -3.7216 -1.6362 0.447 -0.315 0.964
H 1.7211 2.5064 7.1610 -0.674 0.689 0.288
H -8.7514 -1.2479 -0.7152 -0.886 -0.174 0.192
H 6.6881 4.6405 -0.9482 0.100 0.506 -0.433
H 7.0320 3.3797 -2.1691 -0.383 0.256 -0.293
H -0.7832 -4.1734 5.1597 0.367 -0.045 0.017
C -4.3019 2.9674 6.9938 0.632 -1.046 -0.469
N 1.5924 -4.0876 0.6931 -0.440 -0.309 0.766
N -0.5089 0.2666 -4.0881 -0.744 1.586 1.475
C 4.7041 1.3639 -4.2946 0.758 -0.561 -1.284
C -7.6975 -2.4614 -2.7944 1.290 -0.750 -0.774
C -1.1495 -0.7762 -4.8225 1.965 -0.647 0.513
C 3.1327 3.2850 0.2544 0.327 0.748 -0.242
H 2.8042 3.6644 1.2220 0.505 -0.195 0.179
H -1.5076 0.5854 3.4242 0.284 0.228 -0.357
C -6.5486 -2.6644 -3.8322 0.227 -0.107 1.039
H 1.8940 -1.8985 2.0704 -0.264 0.281 -0.221
C 6.6053 3.5801 -1.1863 -1.304 0.291 -0.228
H 0.6791 0.5538 2.8647 0.358 -0.356 0.257
H -4.8877 1.5900 -4.7053 -0.021 0.243 0.523
H -7.4297 -3.0420 -1.9116 -0.394 -0.264 0.276
H -5.0291 0.5363 2.6629 -0.536 0.273 1.010
H -3.0971 -3.5293 2.4466 0.187 -0.514 -0.060
C -1.5431 2.2836 4.6654 1.332 -0.630 -1.303
Cl -0.1048 -0.0977 -0.5578 -1.555 -0.043 -0.902
O -3.1551 3.1367 6.1523 0.130 -1.138 -0.108
C 9.3224 4.3552 -0.5426 1.410 -2.529 -1.225
H -0.9411 -3.6188 -0.9863 0.099 -0.025 -0.239
H 2.4089 3.7255 -0.4313 0.294 0.188 -0.550
H 3.4545 1.4669 -2.7177 -0.813 -0.172 0.263
H 2.8607 -0.6440 -4.5956 -0.015 -0.160 -0.800
C 5.0775 3.2769 -1.1322 0.867 -2.214 -0.786
O -2.8297 -4.4980 -1.0802 -0.486 0.427 -1.459
H -5.2115 0.0401 -3.9509 0.388 -0.531 -0.562
H -4.9990 2.2900 6.5007 -0.239 -0.153 0.042
C -5.3186 -0.3998 2.1853 -0.241 1.373 -0.430
N -5.1816 -2.5601 -3.2799 0.371 0.420 -0.852
H 5.9987 3.4630 -5.6260 0.404 -0.883 0.960
H -1.3074 0.5963 -3.5650 -0.202 1.643 -0.142
O 9.2724 4.8150 -1.9565 -0.131 0.283 1.109
H 1.3679 0.9250 5.5312 -0.418 -0.821 -0.297
O 4.5050 3.7250 0.0189 -1.822 1.599 2.244
H 4.4813 -1.3861 -3.2207 0.390 0.246 -0.502
H 9.5450 4.3832 -3.9563 0.115 0.174 0.161
H 5.4676 1.8357 -3.6761 -0.198 0.494 0.475
O -1.4754 0.1651 -1.0030 0.949 0.020 -0.554
H -0.9639 -0.6232 -5.8857 -0.569 0.489 -0.327
C -1.6253 -4.2399 -0.4081 -0.032 1.077 0.767
H 11.0928 4.6025 -3.0226 -0.013 0.164 -0.094
H 0.7029 -2.1310 -4.6982 -0.199 0.560 0.155
H -2.6609 -2.8796 -2.4853 0.480 -0.456 -0.007
H 2.9427 -4.6770 2.1126 0.600 -0.149 -0.077
C 1.9100 -2.0993 4.7832 -0.913 -1.149 -1.706
H 2.8362 -1.5578 4.9760 0.343 -0.247 -0.441
O 1.9273 -3.1117 3.7117 0.353 -0.312 1.972
H -6.7136 1.8292 -0.8418 0.810 -0.561 0.048
H -6.0519 -0.9714 2.7541 0.097 0.118 0.135
H -4.8627 3.8700 7.2366 0.555 0.420 -0.446
C -5.8767 0.1017 0.9000 0.725 -0.906 -1.193
H 2.5481 1.3533 4.2776 0.014 -0.875 -0.557
H -0.8243 -2.6858 -5.3965 0.376 -0.954 0.017
N 7.3559 2.8041 -0.2657 0.296 -1.293 0.767
O -2.3310 -3.1992 4.3466 2.905 -2.349 -0.619
C 2.4936 -2.6855 2.5278 1.003 1.424 -0.435
C -4.6691 -3.5943 -2.3480 -1.578 -0.101 -0.577
C 1.5315 1.5209 4.6332 0.011 0.317 -0.189
H -6.2654 -0.6664 0.2315 0.007 -0.505 0.021
H 2.6311 4.0168 6.5788 -0.744 0.034 -0.257
C -6.8769 2.1030 0.2006 -1.513 0.419 -0.750
H -0.8742 2.8427 5.3197 0.443 -0.418 -0.089
C -2.6312 -2.7749 3.0806 -2.875 1.959 -0.838
H 1.3790 -3.1821 0.2998 -0.844 0.125 -0.474
H 10.3282 4.1711 -0.1649 0.788 1.188 -0.370
H 4.8861 2.2110 -1.0081 0.736 -0.818 -0.997
N 2.4961 0.1186 -4.0429 0.185 0.479 -1.132
H 3.6589 -2.6723 -0.2169 -1.054 0.517 0.473
C -1.1970 -4.1361 4.1520 -0.288 0.018 2.659
H 6.9434 2.9074 0.6504 0.478 0.004 0.252
O -0.2054 -0.5296 0.7733 0.105 -0.567 3.240
N -4.1449 -1.1497 1.9677 0.324 -2.533 1.391
C -2.6445 -0.7570 -4.4963 0.635 -1.207 -0.121
H -1.0814 -5.1201 -0.0654 -0.466 -0.284 -0.278
C -4.4625 0.8251 -4.0555 1.833 -0.027 -0.768
O 4.1458 2.2762 -5.2393 1.187 0.629 0.722
H -7.8756 2.5201 0.0715 -0.645 -0.406 0.675
H -6.7602 -1.9313 -4.6107 0.603 0.423 0.016
H 5.1846 -0.0747 -2.1936 0.672 -0.637 0.236
H 3.7446 -0.9352 -1.7778 -0.790 0.787 -0.046
H 0.4171 2.1800 2.8055 0.321 0.792 0.385
H 4.5577 3.5537 -2.0494 -0.035 0.628 -0.182
C -3.3081 -3.2951 -1.7130 -1.328 -0.233 -0.141
O 1.5979 2.8375 5.0890 0.381 2.667 1.825
C 4.2765 -0.4981 -2.6228 1.814 0.646 0.575
C 2.2876 3.0030 6.3732 -0.161 -1.677 -1.259
H 1.1459 -1.4190 4.4071 -0.113 0.465 0.807
O 0.4683 -1.2251 -1.2814 0.298 0.831 -0.832
H -1.9457 -3.6456 0.4476 0.643 0.140 0.485
H -5.0312 -1.6226 -2.9354 0.068 -0.117 0.260
H -0.0801 -0.0548 -3.2320 1.019 -0.888 -0.388
O -3.1564 0.5384 -4.7216 -2.040 -0.412 -0.007
C 5.1460 2.9473 -6.0677 -1.777 -0.247 0.655
H -4.6304 -4.5566 -2.8584 0.232 -0.001 -0.358
H -9.0899 0.2677 -1.5527 0.352 -0.004 -0.168
C 2.7403 -3.7772 1.5317 -1.061 -0.340 -0.169
H -9.8840 -1.1574 -2.1988 0.059 -0.419 0.185
C 0.4388 1.3750 3.5400 0.161 -1.192 -0.418
H 2.9557 2.2117 0.1845 0.549 -0.214 0.080
H 10.1074 3.1406 -2.8181 0.218 -0.162 -0.369
O -6.8729 1.0251 1.1296 -0.705 2.226 -0.344
H -3.0347 -1.5968 -5.0713 -1.046 0.292 -0.499
H 1.6282 -2.6514 5.6797 -0.227 0.263 -0.092
H -3.5342 1.5223 4.8957 -0.061 -0.146 -0.285
H -3.3731 -0.6727 1.5239 -0.087 0.344 -0.071
C 10.0754 4.2113 -3.0197 -0.815 -0.323 2.166
H -6.3521 3.0334 0.4172 1.010 -0.510 0.591
H 9.0868 2.2772 -1.2137 0.630 -0.160 0.256
H 5.4264 2.2002 -6.8102 0.303 0.555 -0.410
H 9.1568 2.4814 0.6216 0.626 -0.074 -0.323
C 3.7779 -3.4505 0.5370 2.478 -0.255 -0.902
H -2.8630 -1.0202 -3.4613 0.522 -0.066 0.350
H -5.0052 0.5024 0.3824 0.002 0.512 -0.320
H 3.8729 -4.3192 -0.1145 0.373 -0.237 0.198
H -4.5564 -2.0958 3.8639 -0.059 -0.005 -0.278
H 5.3238 0.6361 -4.8184 -0.041 -0.566 -0.597
C -8.9881 -0.8095 -1.6847 2.121 -0.087 -0.477
H -1.8565 3.0191 3.9246 -0.116 0.022 -0.327
H -3.9935 2.5200 7.9387 -0.045 -0.156 0.193
H -2.4161 1.0374 6.1400 0.103 0.314 0.539
H 1.9934 -0.4175 -3.3501 -0.367 0.413 0.530
H -1.4521 -5.1786 3.9615 -0.817 0.109 -0.445
```
Positions in Å, forces in eV/Å.

---

Number 1: highest occupied orbital energy -8.41 eV, HOMO-LUMO gap 8.900 eV. Number 2: highest occupied orbital energy -5.69 eV, HOMO-LUMO gap 7.883 eV.